[1]
C3H4IPS | ωB97M-V/def2-TZVPD

## Properties
total charge	0
total energy	-31395.9502	eV
M	230.010	g mol⁻¹
LUMO energy (alpha / beta)	-0.023 / -0.096	Ha
multiplicity	1
relative energy (zero: lowest compared OMol25 entry of this formula, charge and spin)	276.58	kJ/mol

```
10
C3H4IPS | the OMol25 dataset | ωB97M-V/def2-TZVPD
C 0.2430 0.8516 -2.6080
C 0.6466 0.5578 -1.4671
C -1.7293 -0.7660 1.6223
P 1.2507 0.2118 0.1737
S 2.2681 1.7942 0.8783
I 2.8869 -1.5766 -0.1783
H -0.0762 1.1624 -3.5585
H -1.6807 -1.9081 1.5244
H -1.6797 -0.3091 2.7160
H -2.1294 -0.0180 0.8973
```

---

[2]
C7H9FSi | ωB97M-V/def2-TZVPD

## Properties
total charge	0
total energy	-17999.2098	eV
M	140.233	g mol⁻¹
LUMO energy	0.023	Ha
multiplicity	1
relative energy (zero: lowest compared OMol25 entry of this formula, charge and spin)	0.00	kJ/mol

```
18
C7H9FSi | the OMol25 dataset | ωB97M-V/def2-TZVPD
C 2.3495 -1.0621 -0.4359
C 1.3948 -1.5845 0.4371
C 2.0390 0.1616 -0.9359
C 0.2980 -0.8335 0.8287
C 1.0110 0.9301 -0.5777
C 0.1538 0.4993 0.4980
C -0.9936 1.1929 1.0681
F -3.0569 -1.1892 -0.4770
Si -2.6025 0.3702 -0.4970
H 3.1679 -1.5698 -0.9255
H 1.4197 -2.5498 0.8140
H 2.6238 0.4823 -1.7450
H -0.3685 -1.2588 1.4819
H 0.9549 2.0138 -0.9424
H -1.3044 0.7942 1.9920
H -1.0360 2.2763 0.9933
H -3.7642 0.7961 0.2731
H -2.2862 0.5310 -1.8499
```

---

[3]
C2H6N2 | ωB97M-V/def2-TZVPD

## Properties
total charge	0
total energy	-5149.9622	eV
structure (SMILES)	C/N=C\N
M	58.084	g mol⁻¹
LUMO energy	0.036	Ha
multiplicity	1
relative energy (zero: lowest compared OMol25 entry of this formula, charge and spin)	188.87	kJ/mol

```
10
C2H6N2 | the OMol25 dataset | ωB97M-V/def2-TZVPD
C -0.0848 -1.5485 -0.2010
N 0.6901 -0.3254 -0.7090
C 0.3222 0.9420 -0.4701
N -0.4410 1.4493 0.6668
H -0.9800 -1.3234 0.4284
H 0.5672 -2.0514 0.4164
H -0.2508 -2.2262 -0.9778
H 0.5059 1.6380 -1.2937
H -0.3048 2.4287 0.6344
H -0.0238 1.0168 1.5055
```

---

[4]
C14H17NO4 | ωB97M-V/def2-TZVPD

## Properties
total charge	0
total energy	-24474.5116	eV
structure (SMILES)	CCOc1ccc(N2C[C@H](C(=O)OC)CC2=O)cc1
M	263.293	g mol⁻¹
LUMO energy	0.023	Ha
multiplicity	1
relative energy (zero: lowest compared OMol25 entry of this formula, charge and spin)	71.95	kJ/mol

```
36
C14H17NO4 | the OMol25 dataset | ωB97M-V/def2-TZVPD
C 0.1730 5.1420 2.3072
C -0.7759 4.1326 2.9478
O -0.1572 2.8894 3.2045
C 0.0852 2.0265 2.1787
C -0.3439 2.1785 0.8662
C -0.0507 1.2127 -0.0824
C 0.6737 0.0742 0.2518
N 0.9485 -0.9040 -0.7179
C 0.1780 -0.9755 -1.9435
C 0.5005 -2.3650 -2.5090
C -0.5180 -3.4156 -2.0769
O -0.2463 -4.5016 -1.6453
O -1.7686 -2.9884 -2.2788
C -2.8041 -3.9011 -1.9333
C 1.8757 -2.6738 -1.9288
C 1.9672 -1.8117 -0.6772
O 2.8097 -1.9118 0.1817
C 1.1003 -0.0799 1.5714
C 0.8126 0.8819 2.5124
H 1.0404 5.2868 2.9460
H -0.3353 6.0939 2.1790
H 0.5172 4.7903 1.3377
H -1.6766 3.9999 2.3351
H -1.0838 4.4895 3.9348
H -0.9115 3.0419 0.5563
H -0.3921 1.3715 -1.0933
H 0.4987 -0.1954 -2.6458
H -0.8876 -0.8514 -1.7391
H 0.4900 -2.3568 -3.6018
H -3.7386 -3.4141 -2.1990
H -2.6847 -4.8346 -2.4860
H -2.7739 -4.1189 -0.8642
H 2.6857 -2.4010 -2.6060
H 1.9838 -3.7261 -1.6658
H 1.6681 -0.9508 1.8506
H 1.1405 0.7659 3.5329
```

---

[5]
C2H17N2O4 | ωB97M-V/def2-TZVPD

## Properties
total charge	+1
total energy	-13514.2726	eV
M	133.168	g mol⁻¹
LUMO energy	-0.101	Ha
multiplicity	1
relative energy (zero: lowest compared OMol25 entry of this formula, charge and spin)	40.99	kJ/mol

```
25
C2H17N2O4 | the OMol25 dataset | ωB97M-V/def2-TZVPD
C 0.0128 -2.3960 0.7344
N -0.5540 -2.5944 -0.5539
C 0.4241 -0.9057 1.0768
N -0.3053 0.0716 0.2064
H 0.9076 -2.9988 0.8591
H -0.6312 -2.7327 1.5464
H 0.1019 -2.7840 -1.2852
H -1.5228 -2.4649 -0.7639
H 1.5099 -0.8790 0.9788
H 0.3131 -0.6890 2.1417
H 0.2324 0.0433 -0.6755
H -1.2438 -0.3527 0.1313
H -0.3274 1.0255 0.5489
H -3.1542 -0.9340 1.3812
H -3.7045 -0.4270 0.1848
O -2.9550 -1.0142 0.4228
H -1.2816 3.5029 3.2442
H -0.3793 3.8286 2.1195
O -0.6363 3.0700 2.6861
H 1.6593 3.4555 -3.0522
H 2.9476 2.7005 -3.5385
O 2.2561 2.7320 -2.8787
H 2.5713 -0.3982 -1.7768
H 1.9864 1.0042 -2.0651
O 1.7731 0.1366 -1.6726
```

---

[6]
C51H85BrClF18NO15S | ωB97M-V/def2-TZVPD

## Properties
total charge	0
total energy	-228785.6596	eV
structure (SMILES)	CCCCCCCCCC[C@@](CO[C@](CSCC)(C[C@@H](C)Br)OCC)(NCOCC)[C@H](Cl)CC.CCOC(=O)C(F)(F)F.CCOC(=O)C(F)(F)F.CCOC(=O)C(F)(F)F.CCOC(=O)C(F)(F)F.CCOC(=O)C(F)(F)F.CCOC(=O)C(F)(F)F
M	1441.621	g mol⁻¹
LUMO energy	0.004	Ha
multiplicity	1
relative energy (zero: lowest compared OMol25 entry of this formula, charge and spin)	0.00	kJ/mol

```
173
C51H85BrClF18NO15S | the OMol25 dataset | ωB97M-V/def2-TZVPD
C -3.2718 -3.5017 5.5937
C -2.2953 -2.9719 4.5242
C -1.9883 -3.9818 3.4004
C -1.6268 -3.3416 2.0391
C -2.6582 -3.6108 0.9114
C -3.3446 -2.3636 0.3325
C -2.4653 -1.5278 -0.6108
C -1.3989 -0.6644 0.0647
C -1.9666 0.3242 1.1016
C -1.3178 1.7221 1.0668
C -0.1917 1.9382 2.0908
C 0.8702 0.8722 1.7798
O 2.1067 1.1509 2.4100
C 3.0650 0.1160 2.3350
C 4.4250 0.7344 2.6866
S 4.7635 1.4897 4.3150
C 3.2013 1.5552 5.2237
C 3.5158 2.0563 6.6355
C 3.1558 -0.4060 0.8706
C 2.2328 -1.5665 0.4848
C 1.6388 -1.4402 -0.9146
Br 3.1959 -3.2694 0.5736
O 2.6173 -0.8828 3.2163
C 3.5815 -1.7859 3.7503
C 2.8480 -3.0029 4.3098
N 0.5190 3.2231 1.9125
C -0.1874 4.4102 1.4921
O -1.0557 4.8410 2.5123
C -2.1741 5.5672 2.0159
C -3.0701 5.9656 3.1818
C -0.7134 1.8659 3.5712
Cl -0.5265 0.2210 4.3223
C -2.1717 2.2579 3.8222
C -2.3798 2.7693 5.2472
H -4.2209 -2.9576 5.5808
H -2.8615 -3.4046 6.6035
H -3.4927 -4.5617 5.4392
H -2.6857 -2.0473 4.0844
H -1.3550 -2.6871 5.0103
H -2.8363 -4.6633 3.2873
H -1.1484 -4.6055 3.7332
H -1.5365 -2.2629 2.1926
H -0.6470 -3.7123 1.7197
H -3.4407 -4.2683 1.3069
H -2.1991 -4.1733 0.0897
H -3.7371 -1.7561 1.1585
H -4.2193 -2.6954 -0.2419
H -1.9786 -2.2241 -1.3060
H -3.1059 -0.8736 -1.2200
H -0.6706 -1.3350 0.5377
H -0.8363 -0.1133 -0.7008
H -3.0437 0.4364 0.9207
H -1.8773 -0.1030 2.1059
H -0.8780 1.8679 0.0698
H -2.0814 2.4974 1.1652
H 1.0273 0.8980 0.6869
H 0.5018 -0.1214 2.0419
H 5.1983 -0.0208 2.5229
H 4.5841 1.5255 1.9447
H 2.5342 2.2477 4.7120
H 2.7259 0.5798 5.2491
H 4.3718 1.5286 7.0660
H 2.6514 1.8695 7.2820
H 3.7222 3.1293 6.6437
H 2.8994 0.4540 0.2380
H 4.1955 -0.6469 0.6282
H 1.4310 -1.6640 1.2164
H 2.3651 -1.7230 -1.6820
H 0.7625 -2.0818 -1.0222
H 1.3375 -0.4027 -1.1030
H 4.2938 -2.0826 2.9734
H 4.1520 -1.2703 4.5347
H 3.0973 -3.1744 5.3585
H 1.7690 -2.8196 4.2544
H 3.0582 -3.9059 3.7339
H 1.2813 3.0845 1.2597
H -0.7540 4.2951 0.5505
H 0.5807 5.1790 1.3158
H -1.8195 6.4617 1.4854
H -2.7107 4.9357 1.2931
H -2.4594 6.0634 4.0838
H -3.5649 6.9185 2.9894
H -3.8354 5.2114 3.3851
H -0.0608 2.5109 4.1630
H -2.8153 1.3881 3.6547
H -2.4718 3.0288 3.1146
H -1.9194 2.0930 5.9735
H -1.9389 3.7634 5.3619
H -3.4450 2.8461 5.4845
C -0.0303 -8.5522 -0.9063
C -1.3371 -9.3062 -0.8851
O -2.0117 -9.1625 0.3893
C -2.6700 -8.0368 0.5745
O -2.8060 -7.1290 -0.1899
C -3.3214 -8.0415 1.9787
F -2.4523 -8.4153 2.9166
F -4.3543 -8.8900 1.9981
F -3.7664 -6.8271 2.2742
H 0.6084 -8.8819 -0.0886
H 0.4863 -8.7531 -1.8438
H -0.1886 -7.4778 -0.8156
H -1.1724 -10.3763 -0.9805
H -2.0120 -8.9804 -1.6760
C 4.1661 -13.1004 -1.7941
C 2.8166 -13.7802 -1.8009
O 2.1163 -13.5749 -0.5496
C 1.5203 -12.4091 -0.4008
O 1.4702 -11.5095 -1.1864
C 0.8131 -12.3617 0.9758
F 1.6182 -12.7793 1.9499
F -0.2645 -13.1528 0.9477
F 0.4192 -11.1253 1.2501
H 4.7639 -13.4487 -0.9520
H 4.6954 -13.3374 -2.7166
H 4.0620 -12.0187 -1.7258
H 2.9134 -14.8604 -1.8741
H 2.1858 -13.4262 -2.6152
C -6.4105 0.8933 -3.8170
C -5.7995 0.8878 -2.4356
O -4.5862 1.6809 -2.3918
C -4.7438 2.9870 -2.3047
O -5.7593 3.6094 -2.2428
C -3.3521 3.6560 -2.2230
F -2.5269 3.1959 -3.1657
F -2.8099 3.3839 -1.0299
F -3.4486 4.9717 -2.3546
H -5.6895 0.5405 -4.5544
H -7.2744 0.2294 -3.8323
H -6.7400 1.8923 -4.0985
H -5.4724 -0.1078 -2.1451
H -6.4887 1.2668 -1.6819
C 3.6856 4.4730 2.7698
C 4.1726 5.8982 2.8718
O 5.6062 5.9573 3.0740
C 6.3475 5.7727 1.9997
O 5.9804 5.5829 0.8790
C 7.8446 5.8784 2.3777
F 8.1260 5.1540 3.4602
F 8.1531 7.1548 2.6357
F 8.6048 5.4566 1.3768
H 3.9706 3.8985 3.6526
H 2.5982 4.4534 2.6910
H 4.1039 3.9821 1.8900
H 3.7596 6.3986 3.7443
H 3.9250 6.4802 1.9842
C -0.0520 5.1502 -4.5634
C -0.9497 6.3653 -4.5856
O -0.1944 7.5859 -4.3905
C 0.4457 8.0465 -5.4457
O 0.4598 7.5854 -6.5485
C 1.1872 9.3550 -5.0808
F 1.8735 9.2219 -3.9473
F 0.2970 10.3403 -4.9215
F 2.0244 9.6944 -6.0494
H 0.5146 5.1135 -3.6324
H -0.6588 4.2491 -4.6370
H 0.6516 5.1614 -5.3947
H -1.6562 6.3548 -3.7596
H -1.5060 6.4438 -5.5192
C -0.6929 7.5802 -10.2268
C 0.0107 6.3937 -9.6105
O -0.4897 5.1428 -10.1477
C -0.0348 4.7951 -11.3355
O 0.7543 5.3735 -12.0187
C -0.6532 3.4372 -11.7472
F -1.9739 3.4253 -11.5557
F -0.1174 2.4566 -11.0100
F -0.4100 3.1836 -13.0245
H -1.7712 7.4992 -10.0857
H -0.3457 8.4926 -9.7429
H -0.4865 7.6533 -11.2938
H -0.1851 6.3304 -8.5449
H 1.0883 6.4368 -9.7625
```

---

[7]
C21H35ClGeO8Pt | ωB97M-V/def2-TZVPD

## Properties
total charge	+1
total energy	-110984.3542	eV
M	718.644	g mol⁻¹
LUMO energy (alpha / beta)	-0.087 / -0.250	Ha
multiplicity	6

```
67
C21H35ClGeO8Pt | the OMol25 dataset | ωB97M-V/def2-TZVPD
Pt 0.4013 0.0846 -0.4495
C 1.1069 -2.0756 1.7053
C 1.0303 -0.7312 2.4527
C -0.1445 -0.7903 3.4434
C 2.3276 -0.5300 3.2900
O 0.7062 0.3061 1.5183
Ge 1.9922 1.2405 0.9078
O 0.9595 1.9945 -0.2166
C 0.1401 3.0695 0.2580
C 0.0358 4.0690 -0.9059
C 0.6742 3.8567 1.4919
C -1.2694 2.5302 0.5663
O 2.3905 0.0253 -0.2165
C 3.3741 0.3417 -1.2093
C 4.1583 -0.9575 -1.4577
C 4.4123 1.4398 -0.8318
C 2.6618 0.7395 -2.5157
H 1.2528 -2.9155 2.4185
H 1.9546 -2.0887 0.9915
H 0.1687 -2.2565 1.1369
H -0.0061 -1.6094 4.1831
H -1.1005 -0.9647 2.9036
H -0.2307 0.1716 3.9936
H 2.4451 -1.3535 4.0276
H 2.2905 0.4314 3.8451
H 3.2355 -0.5456 2.6497
H 1.0413 4.4703 -1.1574
H -0.6303 4.9207 -0.6467
H -0.3714 3.5694 -1.8114
H 1.6880 4.2624 1.2890
H 0.7129 3.2172 2.4001
H -0.0001 4.7068 1.7315
H -1.6839 2.0035 -0.3205
H -1.9587 3.3592 0.8365
H -1.2487 1.8188 1.4161
H 4.6782 -1.2747 -0.5277
H 4.9177 -0.8221 -2.2583
H 3.4699 -1.7747 -1.7626
H 4.9450 1.1688 0.1046
H 3.9308 2.4327 -0.7019
H 5.1666 1.5557 -1.6400
H 1.9483 -0.0552 -2.8238
H 3.3966 0.8892 -3.3359
H 2.0976 1.6856 -2.3917
O -5.2440 -1.3832 0.4871
C -4.5598 -2.4370 -0.0648
C -5.2840 -3.6055 -0.2961
C -4.6509 -4.7150 -0.8542
C -3.2965 -4.6507 -1.1784
C -2.5762 -3.4758 -0.9441
C -3.1961 -2.3461 -0.3825
C -2.4113 -1.0807 -0.1335
O -3.0683 -0.1157 0.3840
O -1.1820 -1.0662 -0.4495
H -4.5671 -0.6556 0.5747
H -6.3374 -3.6417 -0.0390
H -5.2126 -5.6256 -1.0351
H -2.7950 -5.5098 -1.6132
H -1.5182 -3.4266 -1.1979
Cl -1.9189 -1.1313 -2.6687
C -1.5134 0.6060 -2.7087
C -1.9794 1.3010 -1.4287
O -3.0836 1.9135 -1.5171
O -1.1809 1.2346 -0.4495
H -1.9948 1.0430 -3.5888
H -0.4297 0.6998 -2.8245
H 0.9321 -1.5491 -0.4495
```

---

[8]
C34H32I2IrN4O10P2 | ωB97M-V/def2-TZVPD

## Properties
total charge	0
total energy	-99835.2660	eV
M	1164.621	g mol⁻¹
LUMO energy (alpha / beta)	-0.037 / -0.113	Ha
multiplicity	6

```
85
C34H32I2IrN4O10P2 | the OMol25 dataset | ωB97M-V/def2-TZVPD
Ir 0.1721 -0.1140 0.5105
C -3.1892 -2.9026 0.1049
C -2.1944 -3.3360 -0.9343
C -2.6529 -4.0356 -2.0419
C -1.7872 -4.3999 -3.0631
C -0.4504 -4.0636 -2.9582
C 0.0502 -3.3719 -1.8550
C 1.5256 -3.1304 -1.7858
C -0.8304 -2.9992 -0.8389
N -0.4365 -2.2079 0.2827
C -0.5879 -2.8709 1.4689
O -0.4963 -4.0725 1.6522
C -0.9770 -1.9548 2.6084
C -1.2664 -2.3423 3.9037
C -1.7184 -1.3609 4.7830
C -1.8676 -0.0479 4.3600
C -1.5289 0.2553 3.0501
N -1.1226 -0.6948 2.2322
C -1.5755 1.6261 2.4166
O -2.1030 2.5566 3.0114
N -1.0180 1.6331 1.1933
C -1.0390 2.8731 0.5074
C -2.0036 3.0972 -0.4755
C -3.1744 2.1724 -0.6344
C -1.8999 4.2379 -1.2666
C -0.8919 5.1622 -1.0489
C 0.0136 4.9646 -0.0142
C -0.0439 3.8245 0.7735
C 0.9312 3.6061 1.8886
H -4.1978 -2.9299 -0.3055
H -2.9928 -1.8862 0.4525
H -3.1663 -3.5543 0.9803
H -3.7054 -4.2811 -2.1062
H -2.1506 -4.9427 -3.9251
H 0.2425 -4.3512 -3.7390
H 2.0153 -3.9511 -1.2548
H 1.9484 -3.0965 -2.7884
H 1.7872 -2.2150 -1.2629
H -1.1423 -3.3757 4.1894
H -1.9565 -1.6251 5.8042
H -2.2217 0.7429 5.0037
H -2.9140 1.1409 -0.3980
H -3.5829 2.2194 -1.6437
H -3.9659 2.4604 0.0611
H -2.6343 4.4082 -2.0439
H -0.8249 6.0478 -1.6666
H 0.7812 5.7022 0.1815
H 1.7239 4.3521 1.8595
H 1.3795 2.6131 1.8426
H 0.4221 3.6804 2.8513
C 3.1830 -2.7280 1.6573
C 3.6968 -1.3078 1.8876
O 5.0516 -1.3173 2.3158
P 2.7002 -0.4378 3.1246
O 2.3886 -1.4007 4.3421
O 3.6155 0.6665 3.7834
O 1.4439 0.0723 2.5338
P 3.5819 -0.3675 0.3207
O 3.7370 1.1360 0.9037
O 4.7111 -0.7810 -0.5302
O 2.1603 -0.5206 -0.2119
H 3.4051 -3.3424 2.5309
H 3.6944 -3.1582 0.7945
H 2.1125 -2.7576 1.4661
H 5.5817 -1.3632 1.5022
H 3.1706 -1.8404 4.7011
H 4.0449 1.2114 3.1057
H 3.3465 1.8119 0.3296
I 3.2190 4.0373 -1.7791
C 1.6236 3.0547 -2.6043
C 1.1829 3.3440 -3.8827
C 0.1204 2.6630 -4.4468
I -0.4817 3.2257 -6.3396
C -0.5462 1.6056 -3.7415
C -1.6073 0.8499 -4.2667
C -2.1803 -0.1241 -3.4926
C -1.6910 -0.3482 -2.2049
N -0.6770 0.3288 -1.6949
C -0.1173 1.2986 -2.4389
C 0.9755 2.0530 -1.8062
O 1.3024 1.8293 -0.6357
H 1.6733 4.1229 -4.4510
H -1.9671 1.0433 -5.2669
H -3.0003 -0.7249 -3.8564
H -2.1365 -1.0970 -1.5712
```

---

Question: Look up the total charge of the seventh one.
Answer: +1